1.
13
Properties=species:S:1:pos:R:3 method="wB97M-V/def2-TZVPD" smiles="NC1=CNC(=O)C1" homo_energy_ev=-7.9 e_tot_ev=-9271.139 e_above_lowest_kcal_mol=54.5 e_lumo_ev=0.89
O 2.64 0.18 0.67
N -2.01 0.73 -0.28
N 1.03 -1.26 -0.27
C -0.75 0.15 -0.08
C -0.39 -1.12 -0.34
C 0.51 0.96 0.18
C 1.57 -0.07 0.11
H -0.99 -1.98 -0.65
H 1.30 1.19 1.08
H -2.24 1.42 0.41
H -2.76 0.06 -0.37
H 0.61 1.84 -0.46
H 1.49 -2.11 0.01

=====

2.
18
Properties=species:S:1:pos:R:3 method="wB97M-V/def2-TZVPD" smiles=NCN.O.O.O homo_energy_ev=-8.9 e_tot_ev=-10354.312 e_above_lowest_kcal_mol=10.4 e_lumo_ev=0.62
O 1.92 -0.50 -2.39
O 0.39 3.10 -0.76
O 0.24 1.52 1.62
N -0.05 -1.15 -0.14
N -1.80 -1.69 1.51
C -1.11 -2.05 0.30
H 1.19 -0.63 -1.76
H -0.70 -3.05 0.44
H -0.29 3.32 -1.40
H -1.85 -2.17 -0.49
H -1.23 -1.49 2.31
H -0.30 -0.22 0.19
H -0.04 1.94 2.43
H 0.98 2.40 -1.07
H 0.91 -1.35 0.14
H -0.09 2.03 0.85
H -2.55 -1.04 1.38
H 2.71 -0.78 -1.91

=====

3.
90
Properties=species:S:1:pos:R:3 method="wB97M-V/def2-TZVPD" total_charge=+1 spin_multiplicity=5 homo_energy_ev="-9.1 / -10.9" s2=6.161 e_tot_ev=-214295.207 e_above_lowest_kcal_mol=199.4 e_lumo_ev="-4.02 / -5.36"
Se -1.55 0.26 3.04
Co 0.79 -0.34 -0.23
Cl 4.56 7.77 -2.93
Cl -4.50 -8.11 0.67
Cl -7.11 2.21 -4.04
Cl 8.29 -3.97 3.72
N 0.17 1.30 -0.98
N -1.02 -0.75 0.28
N 1.32 -2.13 0.30
N 2.77 0.38 -0.17
N -3.37 0.12 2.59
N -1.47 1.25 1.48
C 5.79 -2.89 3.53
C 4.21 5.11 -3.25
C 4.86 -2.27 2.63
C 2.60 -4.10 0.61
C -0.94 -3.31 0.46
C -2.94 -1.87 1.04
C 4.54 1.65 -0.26
C 2.62 4.96 -0.87
C -4.67 1.82 -0.92
C 2.55 -2.62 0.45
C -3.62 0.70 -2.85
C 3.21 1.54 -0.65
C 0.14 3.13 -2.27
C 4.88 0.41 0.19
C -1.81 -4.53 0.55
C 4.89 -2.28 1.24
C 3.26 6.17 -1.17
C -1.14 1.45 -1.37
C 3.66 3.90 -2.72
C -2.77 -4.66 -0.43
C -1.65 -5.49 1.55
C -3.71 1.52 2.36
C 3.66 -1.63 0.55
C 1.31 -4.45 0.68
C 3.99 6.20 -2.40
C -3.55 -6.68 0.58
C -1.16 2.68 -2.29
C 2.79 3.82 -1.62
C 3.80 -0.38 0.28
C -4.95 2.08 2.51
C -2.58 2.18 1.75
C -3.25 -0.41 1.15
C -3.56 1.20 -1.45
C -5.81 2.11 -1.76
C -2.59 -6.51 1.56
C 0.51 -3.30 0.44
C -4.70 0.89 -3.72
C -2.30 1.00 -0.80
C 7.11 -3.42 1.33
C -1.99 0.24 0.46
C 6.93 -3.43 2.75
C -4.97 3.45 2.15
C -3.92 4.11 1.57
C -2.70 3.48 1.28
C -5.76 1.61 -3.12
C 2.26 2.52 -1.17
C 0.91 2.31 -1.45
C 6.03 -2.80 0.65
C -1.63 -1.95 0.56
C -3.70 -5.73 -0.44
H -5.91 3.95 2.22
H -2.80 -3.97 -1.24
H 5.90 0.42 0.60
H 2.06 4.84 0.02
H -4.01 5.17 1.42
H -5.82 1.60 2.96
H 3.11 7.03 -0.57
H -4.43 -5.78 -1.25
H 8.11 -3.66 0.94
H 0.68 3.96 -2.63
H -4.71 0.61 -4.80
H 1.11 -5.53 0.63
H -6.53 2.92 -1.47
H 5.21 2.49 -0.29
H 5.98 -2.71 -0.40
H 3.97 -1.75 3.08
H -1.87 3.94 0.71
H 4.74 5.28 -4.15
H -0.90 -5.41 2.32
H 3.41 -4.83 0.47
H -4.60 2.31 0.02
H 5.71 -2.63 4.63
H -4.23 -0.15 0.70
H -3.66 -2.61 1.51
H -2.04 3.13 -2.70
H 3.78 3.04 -3.41
H -2.74 0.17 -3.26
H -2.55 -7.31 2.35

=====

4.
10
Properties=species:S:1:pos:R:3 method="wB97M-V/def2-TZVPD" homo_energy_ev=-8.6 e_tot_ev=-16526.099 e_above_lowest_kcal_mol=52.6 e_lumo_ev=0.62
S -0.86 -1.13 -0.26
O 0.61 1.09 -0.30
N 1.97 -0.68 -0.06
C 0.83 -0.07 -0.22
C -1.76 0.39 0.05
H -3.10 0.28 0.01
H -1.12 1.11 -0.72
H -1.34 0.81 0.96
H 1.96 -1.63 0.53
H 2.81 -0.17 0.01

=====

5.
9
Properties=species:S:1:pos:R:3 method="wB97M-V/def2-TZVPD" smiles="O=P1(Cl)OO1.C=O" homo_energy_ev=-11.0 e_tot_ev=-31068.293 e_above_lowest_kcal_mol=99.2 e_lumo_ev=-0.13
Cl 1.72 1.72 -0.47
P 1.54 -0.23 0.09
O 1.36 -0.54 1.50
O 1.14 -1.13 -1.15
O 2.57 -1.01 -0.87
O -0.89 0.35 0.06
C -2.09 0.28 0.18
H -2.59 0.88 0.99
H -2.76 -0.33 -0.32

=====

6.
75
Properties=species:S:1:pos:R:3 method="wB97M-V/def2-TZVPD" total_charge=+1 spin_multiplicity=2 homo_energy_ev="-10.6 / -10.6" s2=0.754 e_tot_ev=-42742.549 e_lumo_ev="-4.22 / -5.95"
O -18.89 -12.65 -10.47
O -21.77 -8.97 -9.22
O -24.20 -13.19 -11.85
O -11.72 -15.38 -14.34
O -16.37 -11.65 -11.38
O -19.73 -12.37 -12.98
O -18.94 -16.46 -14.09
O -23.20 -14.24 -9.40
N -16.89 -10.40 -8.89
N -14.35 -13.86 -13.92
N -16.74 -14.62 -11.81
N -18.35 -8.01 -9.74
C -20.40 -8.98 -8.91
C -16.63 -11.03 -12.60
C -18.26 -17.22 -15.16
C -20.62 -12.51 -12.19
C -22.52 -13.63 -10.28
C -18.15 -15.32 -13.66
C -17.25 -15.74 -12.51
C -19.72 -8.25 -10.06
C -21.13 -13.15 -9.87
C -18.12 -16.48 -11.45
C -15.02 -14.73 -15.87
C -12.59 -14.95 -15.44
C -22.06 -12.58 -12.49
C -19.59 -8.90 -11.43
C -10.43 -14.84 -14.39
C -13.97 -15.03 -14.81
C -22.97 -13.08 -11.53
C -20.25 -12.74 -10.74
C -22.52 -9.74 -8.31
H -23.59 -9.54 -8.41
H -22.40 -10.81 -8.48
H -17.97 -7.51 -10.53
H -18.24 -7.38 -8.96
H -17.23 -17.32 -14.81
H -16.99 -10.96 -9.72
H -18.68 -17.34 -11.81
H -18.95 -8.42 -12.16
H -15.27 -13.56 -14.23
H -18.21 -16.56 -16.03
H -15.90 -10.97 -13.41
H -17.53 -14.47 -11.20
H -18.80 -18.14 -15.36
H -16.51 -16.46 -12.87
H -18.47 -12.25 -11.23
H -19.24 -9.90 -11.16
H -9.67 -15.52 -14.01
H -10.26 -13.87 -13.91
H -12.43 -15.58 -16.32
H -18.88 -15.83 -11.01
H -12.20 -13.97 -15.72
H -24.63 -13.46 -11.04
H -16.76 -13.70 -12.21
H -17.69 -9.79 -8.96
H -20.60 -8.93 -11.86
H -18.91 -14.71 -13.18
H -16.94 -11.00 -8.08
H -20.81 -13.40 -8.87
H -22.36 -9.53 -7.26
H -17.59 -11.41 -12.97
H -14.03 -16.00 -14.31
H -13.81 -13.01 -13.91
H -15.94 -15.15 -15.48
H -16.02 -9.89 -8.98
H -20.22 -7.28 -10.17
H -16.74 -9.95 -12.60
H -17.68 -14.68 -14.41
H -10.21 -14.58 -15.43
H -14.66 -15.32 -16.72
H -22.52 -12.24 -13.41
H -20.12 -8.47 -7.99
H -17.39 -16.77 -10.70
H -19.98 -9.98 -8.92
H -15.22 -13.69 -16.16

=====

7.
123
Properties=species:S:1:pos:R:3 method="wB97M-V/def2-TZVPD" total_charge=+1 homo_energy_ev=-8.6 e_tot_ev=-114979.887 e_above_lowest_kcal_mol=31.8 e_lumo_ev=-3.23
S 0.26 2.08 0.76
S 3.09 -1.99 -4.97
S 3.17 4.16 4.64
Si -1.08 1.77 2.37
F -2.20 -0.55 -4.60
O -0.82 0.47 3.32
O 2.56 -0.26 1.16
O -0.89 3.11 3.27
O -2.61 1.58 1.79
O 1.05 0.15 -0.94
O 3.01 -2.39 1.66
N -3.26 -3.22 -4.28
N -5.52 -4.21 -4.74
N 3.38 2.23 0.68
N 3.47 0.73 -1.54
N -0.13 -3.74 -0.63
C 4.40 3.80 2.19
C -0.62 -5.73 0.87
C -1.51 3.58 4.48
C 5.02 5.69 3.78
C -4.47 -5.27 -4.73
C -1.12 5.05 4.61
C -0.70 -2.94 -1.60
C 0.73 -1.05 -0.84
C -0.84 -0.83 -2.73
C 5.54 3.82 1.41
C 3.83 -2.71 -6.34
C 6.83 2.23 -1.68
C -3.00 1.37 -0.58
C 1.31 -1.96 0.10
C -3.02 3.64 0.52
C 3.46 -0.02 -2.61
C 4.51 -1.04 -4.64
C 5.62 3.03 0.27
C 4.30 4.59 3.41
C -1.69 -3.43 -2.45
C -4.81 1.99 1.04
C 0.88 -3.24 0.14
C -3.33 2.16 0.69
C 4.51 2.24 -0.06
C 6.79 3.00 -0.57
C -0.48 -5.14 -0.50
C -1.61 -1.55 2.27
C -0.65 -1.50 4.60
C -3.98 -2.38 -5.24
C -3.03 3.44 4.39
C -0.99 2.77 5.66
C 4.57 -0.15 -3.48
C 2.40 -1.53 1.05
C -0.28 -1.61 -1.72
C -1.83 -5.52 0.02
C 5.69 0.59 -3.18
C 5.71 1.42 -2.05
C 5.48 -1.31 -5.56
C -2.23 -2.66 -3.47
C -2.89 -0.48 4.15
C -1.76 -1.35 -3.59
C 4.65 6.19 5.05
C 3.33 2.97 1.76
C -3.10 -4.57 -4.80
C -1.50 -0.76 3.58
C 3.66 5.46 5.63
C -5.18 -3.18 -5.77
C 5.09 -2.26 -6.53
C 4.56 1.43 -1.24
Be 2.02 0.93 0.30
H -0.51 0.20 -2.85
H -5.05 0.93 1.19
H -2.04 -4.44 -2.31
H -3.37 -2.06 -6.08
H -1.64 5.64 3.85
H -4.62 -5.93 -5.58
H 3.20 5.62 6.59
H 5.10 7.06 5.51
H -3.40 4.01 3.54
H -6.45 -4.60 -4.88
H -3.61 4.06 -0.29
H -4.33 -1.49 -4.72
H -3.31 2.40 4.25
H -1.36 5.44 5.59
H -1.93 1.44 -0.77
H -3.46 0.13 3.46
H -2.33 -6.38 -0.40
H -0.03 -5.76 -1.26
H -0.56 -0.90 5.50
H 2.54 -0.55 -2.82
H 7.71 2.22 -2.32
H -1.34 1.74 5.60
H 5.73 -2.60 -7.34
H -3.43 -1.41 4.33
H -3.50 3.82 5.30
H 0.35 -1.67 4.20
H -1.10 -2.46 4.86
H -0.25 -6.74 1.02
H 6.58 0.54 -3.80
H -5.49 -3.73 -3.83
H -3.27 0.32 -0.44
H -2.07 -2.53 2.45
H 3.28 -3.43 -6.93
H 5.77 6.15 3.16
H -2.38 -5.12 -4.21
H -5.04 2.52 1.97
H -6.04 -2.52 -5.94
H -0.49 -5.08 1.73
H -2.73 -4.55 -5.83
H -3.56 1.77 -1.43
H -3.25 4.18 1.44
H 2.40 2.96 2.31
H -1.96 3.78 0.30
H -5.43 2.39 0.24
H 1.35 -3.93 0.83
H -1.30 3.21 6.61
H -2.50 -4.71 0.31
H -0.04 5.14 4.44
H -2.80 0.05 5.10
H 7.63 3.62 -0.30
H 6.46 -0.84 -5.56
H -4.58 -5.84 -3.81
H 0.10 2.74 5.63
H -0.61 -1.70 1.86
H 6.39 4.44 1.69
H -4.96 -3.69 -6.70
H -2.20 -0.99 1.56

=====

8.
16
Properties=species:S:1:pos:R:3 method="wB97M-V/def2-TZVPD" total_charge=+1 smiles="O[C@@]12C=CC(=CC1)[NH2+]2" homo_energy_ev="-13.5 / -13.5" e_tot_ev=-9876.901 e_above_lowest_kcal_mol=80.2 e_lumo_ev="-4.70 / -4.70"
O 2.14 -0.53 -0.05
N 0.16 -0.10 -1.32
C -0.39 -1.46 0.64
C -1.18 0.25 -0.69
C -0.95 1.31 0.15
C 0.55 1.35 0.49
C 0.83 -0.21 0.02
C -1.50 -1.00 0.03
H 0.53 1.43 1.67
H -0.02 -0.94 -2.03
H 1.34 2.06 0.16
H -2.52 -1.20 0.39
H -1.76 1.90 0.51
H 2.41 -1.26 0.61
H -0.07 -2.30 1.22
H 0.42 0.71 -1.80

=====

9.
12
Properties=species:S:1:pos:R:3 method="wB97M-V/def2-TZVPD" total_charge=+1 homo_energy_ev=-14.5 e_tot_ev=-6757.987 e_above_lowest_kcal_mol=165.8 e_lumo_ev=-5.25
N 0.69 0.22 -0.35
C -1.29 0.73 0.08
C 0.58 -1.28 -0.32
C -0.74 0.06 -0.94
C -0.04 1.06 0.67
C -0.92 -1.34 -0.72
H 1.17 -1.79 -1.02
H 0.05 0.73 1.71
H 0.16 2.15 0.48
H 0.98 -1.73 0.54
H -2.26 0.64 0.50
H 1.62 0.54 -0.62

=====

10.
18
Properties=species:S:1:pos:R:3 method="wB97M-V/def2-TZVPD" homo_energy_ev="-8.1 / -7.9" e_tot_ev=-19074.622 e_above_lowest_kcal_mol=140.6 e_lumo_ev="-0.07 / 0.48"
P 0.34 -0.23 -0.04
O 0.78 -2.55 -0.59
N -1.27 -0.06 0.17
N 0.29 0.82 -1.29
N 0.95 0.27 1.49
C -0.83 0.49 -2.09
C -1.92 0.37 -1.07
C 1.82 -0.50 2.35
H 1.65 -1.58 2.33
H 1.07 1.37 1.52
H -1.58 -0.69 0.94
H -2.36 1.45 -0.77
H -0.92 1.28 -2.83
H -0.73 -0.50 -2.44
H 1.62 -0.34 3.42
H 1.05 0.95 -1.94
H 2.83 -0.38 2.23
H -2.79 -0.16 -1.42

=====

11.
53
Properties=species:S:1:pos:R:3 method="wB97M-V/def2-TZVPD" total_charge=-1 homo_energy_ev="-4.0 / -4.0" e_tot_ev=-117677.367 e_lumo_ev="2.20 / 2.20"
Ga -0.64 -1.54 -2.03
Cl -2.07 -4.21 2.39
Cl 0.82 -4.28 2.19
S 2.08 -2.72 -1.83
O 1.73 -1.75 -2.87
O 2.66 -4.01 -2.12
O 1.08 0.23 -0.17
O 0.87 -2.83 -0.95
O -0.68 1.53 -0.79
N -1.98 -2.43 -2.62
C -1.15 4.74 3.23
C 1.16 1.43 0.50
C -2.02 -3.80 -3.08
C -3.33 -4.04 -3.86
C -2.01 -4.80 -1.89
C 1.19 5.32 3.86
C 0.30 5.00 2.67
C 0.33 6.17 1.68
C 0.69 3.74 1.87
C 0.04 2.22 0.16
C -0.21 3.37 0.87
C 3.27 -1.85 -0.89
C -0.84 -4.13 -4.06
C -0.68 -3.37 1.79
C 1.83 2.98 2.12
C 2.08 1.79 1.44
B -0.07 0.25 -0.96
H -0.78 -3.48 -4.95
H 3.55 -2.50 -0.03
H -0.72 -3.36 0.74
H 1.18 4.38 4.52
H -1.79 4.59 2.43
H 2.84 -0.88 -0.54
H 0.71 6.12 4.38
H 2.21 5.60 3.60
H -1.86 -5.84 -2.28
H -2.88 -4.73 -1.27
H -1.47 5.60 3.82
H -0.96 -5.17 -4.38
H -3.38 -5.10 -4.27
H -0.17 7.01 2.20
H 0.08 -4.03 -3.48
H -1.14 3.82 3.85
H -4.17 -3.84 -3.20
H -1.13 3.91 0.71
H 2.50 3.33 2.93
H -0.55 -2.37 2.13
H -3.40 -3.35 -4.69
H 4.11 -1.57 -1.53
H 1.29 6.51 1.38
H -0.24 5.83 0.80
H 2.92 1.13 1.74
H -1.15 -4.66 -1.26

=====

12.
17
Properties=species:S:1:pos:R:3 method="wB97M-V/def2-TZVPD" smiles="C[C@@H](O)CC=O.O" homo_energy_ev=-9.7 e_tot_ev=-10451.724 e_above_lowest_kcal_mol=35.1 e_lumo_ev=0.62
O 0.74 1.18 0.65
O 1.24 -1.97 -2.52
O -1.63 2.16 -0.56
C 0.12 -0.06 0.28
C 1.06 -1.11 -0.30
C -0.82 -0.60 1.34
C 1.04 -1.00 -1.84
H -1.46 -1.36 0.89
H -1.70 2.39 0.38
H 1.12 1.10 1.53
H -0.51 0.35 -0.51
H 0.78 0.00 -2.24
H -0.98 2.76 -0.92
H -1.48 0.15 1.77
H 0.66 -2.11 -0.19
H -0.27 -0.96 2.22
H 2.08 -0.93 0.03